Molecular formula: C3H8OS
Method: DFT, ωB97M-V/def2-TZVPD

Output
Gap between HOMO and LUMO = 0.301 Ha
F_max = 4.673 eV/Å
Energy above the lowest of the compared OMol25 structures with the same formula, charge and spin = 85.53 kcal/mol
DFT total energy = -16119.528 eV
LUMO energy = 0.67 eV
E_HOMO = -0.2766 Ha

CARTESIAN COORDINATES (ANGSTROEM)
S1 -0.03 1.54 -0.28
O1 3.01 0.26 -0.56
C1 -0.06 0.65 1.31
C2 -1.21 0.27 0.55
C3 -1.41 -0.97 -0.32
H1 -1.89 -0.77 -1.20
H2 -1.98 -1.71 0.32
H3 3.41 -0.40 -1.13
H4 2.16 -0.14 -0.14
H5 -0.40 -1.36 -0.43
H6 -2.17 0.78 0.51
H7 -0.11 1.33 2.21
H8 0.66 0.52 -0.84

---

Molecular formula: C5H11N
Method: DFT, ωB97M-V/def2-TZVPD

Output
Gap between HOMO and LUMO = 0.257 Ha
F_max = 5.413 eV/Å
Energy above the lowest of the compared OMol25 structures with the same formula, charge and spin = 137.40 kcal/mol
DFT total energy = -6847.570 eV
LUMO energy = 0.08 eV
E_HOMO = -0.2543 Ha

CARTESIAN COORDINATES (ANGSTROEM)
N1 2.11 -0.71 0.14
C1 -1.56 0.05 -0.33
C2 -0.54 -0.91 0.12
C3 0.76 -0.37 0.62
C4 0.96 0.55 1.83
C5 -0.99 0.37 -1.75
H1 1.12 -0.14 2.64
H2 -0.79 -0.61 -2.28
H3 1.37 0.13 -0.27
H4 -1.62 1.03 -2.38
H5 -1.58 0.95 0.23
H6 -0.85 -1.85 0.44
H7 2.18 -1.34 -0.70
H8 1.79 1.20 1.58
H9 -2.50 -0.47 -0.47
H10 0.01 0.85 -1.52
H11 0.11 1.27 2.10

---

Molecular formula: C22H18N8NiO2S
Method: DFT, ωB97M-V/def2-TZVPD

Output
Gap between HOMO and LUMO (spin up / spin down) = 0.239 / 0.239 Ha
F_max = 0.824 eV/Å
Energy above the lowest of the compared OMol25 structures with the same formula, charge and spin = 1.44 kcal/mol
DFT total energy = -91002.155 eV
Multiplicity = 3
LUMO energy (spin up / spin down) = -1.18 / -1.16 eV
E_HOMO (spin up / spin down) = -0.2824 / -0.2815 Ha

CARTESIAN COORDINATES (ANGSTROEM)
Ni1 -0.14 0.09 -0.44
S1 -1.89 1.67 3.45
O1 1.90 3.10 -2.20
O2 0.77 1.87 -0.72
N1 -1.50 1.05 0.75
N2 1.05 -0.90 0.92
N3 -1.45 -1.61 0.48
N4 -1.28 0.44 -2.18
N5 4.54 0.61 -1.87
N6 -3.16 -2.27 2.58
N7 5.05 -3.86 5.88
N8 1.95 -0.35 -1.50
C1 -0.36 2.68 -2.69
C2 2.85 -0.33 -0.50
C3 -2.75 -1.77 0.30
C4 1.22 -2.21 2.89
C5 4.12 0.16 -0.69
C6 5.32 -2.65 5.39
C7 3.17 -3.97 4.40
C8 -1.85 -2.10 2.77
C9 2.61 -2.09 2.84
C10 -1.00 -1.79 1.73
C11 0.47 -1.61 1.89
C12 2.36 0.11 -2.66
C13 4.56 -2.04 4.41
C14 -3.60 -2.10 1.34
C15 -1.67 1.31 1.89
C16 2.37 -0.88 0.80
C17 3.45 -2.70 3.90
C18 3.19 -1.44 1.76
C19 3.99 -4.50 5.38
C20 3.65 0.59 -2.85
C21 -1.59 1.89 -2.29
C22 0.88 2.55 -1.80
H1 -4.66 -2.23 1.17
H2 -2.38 2.05 -3.03
H3 -1.48 -2.20 3.78
H4 -0.62 3.74 -2.72
H5 4.26 -1.43 1.64
H6 6.18 -2.14 5.81
H7 2.33 -4.54 4.03
H8 -1.95 2.21 -1.32
H9 1.65 0.12 -3.48
H10 -0.83 0.13 -3.04
H11 3.79 -5.48 5.78
H12 -2.15 -0.08 -2.12
H13 4.81 -1.04 4.06
H14 -3.15 -1.62 -0.70
H15 0.74 -2.77 3.68
H16 3.96 0.97 -3.82
H17 -0.05 2.43 -3.71
H18 4.83 0.20 0.13

---

Molecular formula: C13H17N3O4Se3TeTi
Method: DFT, ωB97M-V/def2-TZVPD

Output
Charge = -2
Gap between HOMO and LUMO = 0.192 Ha
F_max = 0.261 eV/Å
Energy above the lowest of the compared OMol25 structures with the same formula, charge and spin = 0.00 kcal/mol
DFT total energy = -252871.452 eV
LUMO energy = 4.46 eV
E_HOMO = -0.0285 Ha

CARTESIAN COORDINATES (ANGSTROEM)
Te1 -1.37 2.46 -1.49
Se1 -2.20 0.17 -0.85
Se2 0.36 2.39 0.40
Se3 2.41 3.04 -0.46
Ti1 0.03 -0.51 0.41
O1 0.80 0.14 4.45
O2 1.27 -0.52 -1.17
O3 -0.17 -0.17 2.44
O4 3.37 -0.82 -1.94
N1 1.36 -3.34 -0.08
N2 -0.81 -2.32 0.28
N3 1.99 -0.24 1.19
C1 4.50 0.13 2.16
C2 0.25 -4.82 -1.74
C3 3.41 0.17 3.03
C4 0.83 -0.01 3.23
C5 3.01 -0.24 0.35
C6 2.56 -0.54 -1.07
C7 2.15 -0.02 2.49
C8 3.16 -4.91 0.63
C9 4.31 -0.07 0.80
C10 1.08 -3.55 -1.47
C11 2.74 -3.46 0.34
C12 0.43 -2.63 0.75
C13 0.46 -3.09 2.20
H1 2.54 -5.33 1.42
H2 5.50 0.28 2.55
H3 3.51 0.35 4.09
H4 3.41 -3.05 -0.43
H5 2.90 -2.87 1.24
H6 0.58 -2.68 -1.91
H7 3.03 -5.53 -0.27
H8 4.21 -4.96 0.93
H9 0.02 -4.92 -2.80
H10 5.12 -0.10 0.09
H11 -0.69 -4.78 -1.18
H12 -1.06 -2.58 -0.67
H13 0.79 -5.71 -1.41
H14 1.41 -2.88 2.70
H15 0.29 -4.18 2.24
H16 2.04 -3.62 -2.00
H17 -0.33 -2.59 2.76

---

Which of these has the lowest DFT total energy? C13H17N3O4Se3TeTi

---

What is the DFT total energy in the second record? -6847.570 eV

---

Which value of DFT total energy does entry 1 give? -16119.528 eV

---

Which value of F_max does entry 3 give? 0.824 eV/Å